# 1
The following is a quantum chemistry calculation of C49H52KN15O4S as an isolated structure, from the OMol25 dataset.

```
122
Properties=species:S:1:pos:R:3:lowdin_charge:R:1
H -2.6419 2.4693 -5.3441 0.139
N 2.9275 -2.9911 0.8435 -0.125
H 2.9781 0.2415 5.1453 0.098
N 3.2778 -5.6643 5.1461 0.044
K 1.3658 0.3767 -0.3276 0.632
C 1.7074 2.8337 -5.5492 -0.074
C -1.3986 -2.2250 -1.9531 -0.220
C 1.5791 3.6463 1.4149 -0.711
C 4.3232 -3.8989 6.3910 -0.121
C -2.9873 -2.1776 2.5633 -0.015
C -0.8147 4.3717 0.8624 -0.288
C 1.8734 -1.8880 -3.2953 -0.499
C 2.7406 -3.0883 -1.2552 -0.511
H -1.7646 1.8684 5.6960 0.100
N -1.9334 2.9474 -4.8112 0.110
C 0.6253 -2.2714 3.2383 -0.019
N 2.3220 -2.9936 -2.5780 0.121
S 5.2805 -1.5517 5.3990 0.973
N 2.2605 -2.4421 -0.1937 -0.007
C -2.3714 5.5040 -2.1604 -0.096
C -2.4485 3.7059 -3.7572 -0.173
N 1.8370 -1.9283 -4.6284 0.000
C 4.3321 -0.4416 1.6645 -0.136
H 4.6524 -3.5335 7.3554 0.090
H 0.2348 -3.9322 -0.5132 0.059
O 2.6038 4.2133 1.8245 -0.048
C -0.6679 2.8134 -5.2814 -0.025
C 2.1421 2.8893 -2.7636 -0.003
H 4.1827 2.8653 -3.2588 0.103
H -0.7889 5.0268 -3.5306 0.118
C -0.0353 -1.1166 3.9310 -0.221
H -1.9885 -1.1578 -5.0896 0.103
H -5.3042 3.8351 -1.9200 0.101
H -2.4976 0.2624 -1.7234 0.078
H 3.6260 -5.7641 7.1717 0.092
C -0.5631 -4.4240 -1.0747 -0.037
C 2.7773 0.5309 3.0232 -0.113
H -3.7754 -2.2777 -1.3694 0.079
O -0.1849 2.7697 -2.4372 0.017
H -1.1081 0.6594 -2.7342 0.057
H -2.2735 1.9922 2.2429 0.048
H 5.9833 -1.4534 2.6001 0.109
H 1.8807 1.1378 3.0869 0.119
C -5.3948 1.6878 -3.2931 -0.088
C -3.7213 -2.1332 -0.2929 -0.013
H 0.4021 5.0799 2.4997 0.097
H -0.0937 0.5075 6.9142 0.091
H -0.3361 4.9344 0.0471 0.104
C -1.7612 -1.3526 -2.9765 -0.225
N -1.2969 -1.7745 -0.6118 0.196
C 4.4599 -3.1236 5.2438 -0.507
C 3.4026 -4.9020 4.0582 -0.138
H 1.2495 -1.9587 2.3971 0.057
H -6.3081 2.2883 -3.2445 0.085
H -0.6564 2.5293 -6.3309 0.129
C -1.4026 -3.1488 -4.5541 -0.101
C -1.2795 1.0325 5.2042 -0.063
H 2.2990 2.8600 -1.6901 0.095
H 3.0227 -5.2936 3.1215 0.104
C 3.7380 -5.1499 6.2830 -0.183
C 0.5547 2.9155 -4.6824 -0.154
H 1.2564 -2.8218 3.9341 0.066
H -4.0291 -1.8627 2.4678 0.081
H -0.1066 -2.9688 2.8225 0.081
N 3.7384 -3.9090 0.4155 -0.124
H -0.1900 -5.3754 -1.4539 0.075
H -1.8206 6.3132 -1.7010 0.103
C -2.1185 -1.4281 1.5832 -0.269
C 0.2571 -0.8068 5.2549 -0.072
H -5.5915 0.7774 -3.8550 0.092
C 0.7583 2.8697 -3.2225 -0.374
H -2.9513 -3.2476 2.3471 0.087
H -0.7152 -5.0081 -3.7308 0.102
H -1.3604 -3.4951 -5.5790 0.093
C -2.3186 -1.7731 0.1309 -0.275
C -2.6663 1.5322 3.1558 -0.042
C 3.9849 -3.6417 4.0468 -0.071
C -1.0377 -3.9950 -3.5183 -0.064
H -2.6638 -2.0095 3.5877 0.082
C -0.9677 -0.3217 3.2575 -0.216
H 0.9799 -1.4188 5.7836 0.106
C -3.7405 3.3924 -3.3124 -0.224
H -1.7765 3.2410 -0.5305 0.037
N -1.3813 3.1056 0.3949 0.018
H -3.4976 0.8865 2.8544 0.071
H -3.0695 2.3144 3.8013 0.072
C 4.5544 -0.6985 4.0165 -0.538
H -0.5767 2.5013 0.2365 0.032
O -4.3655 2.3689 -3.9837 -0.115
N 3.6547 -4.0024 -0.9185 -0.008
C -1.0210 -3.5472 -2.2052 -0.219
C 0.2242 4.1486 1.9593 -0.123
C -1.6174 0.7447 3.8861 -0.217
H -1.3738 -4.6323 -0.3681 0.069
C 5.0770 -0.8820 2.7469 -0.095
C -3.6281 5.1624 -1.6961 -0.100
H -4.0715 5.7009 -0.8692 0.099
H -4.0587 -3.0471 0.2009 0.078
H -5.0740 1.4262 -2.2821 0.096
H 4.6399 -0.6776 0.6533 0.113
C 3.1666 2.8851 -3.6368 -0.067
N -1.2242 -0.5878 1.8901 0.198
C -2.0422 0.0942 -2.7012 -0.018
C -1.7570 -1.8397 -4.2795 -0.067
H 4.0039 -3.1117 3.1028 0.069
H -0.1635 3.4147 2.6763 0.099
C -4.3209 4.1057 -2.2793 -0.029
H 2.8104 -3.6474 -3.1683 0.112
C -1.7807 4.7769 -3.1851 -0.016
H -4.4088 -1.3349 -0.0005 0.084
H -1.6267 4.9997 1.2531 0.093
N 1.4082 -0.7437 -2.8120 -0.023
C 3.4018 0.0552 4.1689 -0.069
C -0.3467 0.2680 5.8884 -0.100
H -2.6960 0.5112 -3.4680 0.062
H 3.8104 2.7610 -5.7224 0.091
N 1.0617 -0.0432 -3.9140 -0.081
N 3.2018 0.2404 1.8007 0.050
C 2.9585 2.8418 -5.0601 -0.102
H 1.5326 2.7507 -6.6165 0.103
O 1.5136 2.6923 0.5846 -0.216
N 1.3178 -0.7413 -4.9754 -0.111
```

LUMO energy	3.57	eV
multiplicity	1
orbital gap	5.816	eV
net charge	-2
relative energy (zero: lowest compared OMol25 entry of this formula, charge and spin)	50.3	kcal/mol
max |F|	0.5	eV Å⁻¹

# 2
The following is a quantum chemistry calculation of C49H54BClMnN11OP as an isolated structure at a distorted geometry, from the OMol25 dataset.

```
119
Properties=species:S:1:pos:R:3:nbo_charge:R:1
H 5.0270 -1.1179 -2.6557 0.228
H 3.6562 -6.4461 -2.5863 0.230
H -1.8093 2.1525 1.8092 0.192
C -2.3911 3.0591 1.9491 -0.632
C 4.5262 -3.1784 -2.2739 -0.169
H -3.4399 2.7784 2.0737 0.244
C -1.5374 1.1848 -5.4352 -0.134
H 0.2720 0.7527 -1.3558 0.200
C -2.0419 3.6587 -0.5323 -0.472
C -1.8684 5.9649 -1.2198 -0.208
C -4.6117 1.0917 -0.1374 0.047
H 2.3598 3.7830 2.6237 0.269
H 4.9439 -3.1778 -1.2723 0.207
C -2.5916 -0.0673 0.6023 -0.143
H -0.5213 -7.7400 -1.6892 0.208
H 3.6901 -6.0619 0.1405 0.231
H 4.8389 1.8176 5.9982 0.238
N 0.8723 -3.8354 -1.5512 -0.126
C 3.8952 1.8643 5.4800 -0.013
C -1.1558 1.1537 -3.1066 0.056
C 2.1972 -8.3143 0.3238 -0.625
C -0.3494 -1.7543 3.9037 -0.295
C 0.4312 -3.1514 -0.5056 0.261
H 1.7471 -8.1039 1.2982 0.199
N 2.7635 0.2058 1.6742 -0.326
H -1.4738 -0.1450 0.5925 0.112
H 1.1055 -0.9261 -2.6714 0.218
H 0.6246 2.9320 -1.1903 0.221
H 1.5469 -9.1594 -2.2770 0.240
C 3.1778 -5.5333 -0.6631 -0.426
H 5.3960 -1.0781 0.2495 0.266
C 1.7136 -6.0296 -0.6833 0.296
H 3.0826 -8.3426 -2.1287 0.221
C 4.0620 -0.1227 1.7269 0.072
C 2.7164 2.5425 5.8647 -0.307
H -1.7321 4.3199 -2.5682 0.236
H 3.1462 -3.2039 -5.8721 0.241
C -4.7319 -0.8239 1.3309 -0.134
H 0.8037 2.5900 4.7349 0.222
C -3.1008 2.3380 -3.9806 -0.186
C 4.4214 -0.7195 0.5293 -0.320
H -0.0826 -5.6595 -1.8185 0.244
N 2.4641 1.4871 3.9388 -0.423
C 2.0061 -8.1788 -2.1457 -0.621
O 1.1266 -5.5857 0.5511 -0.777
C 1.4939 -7.5800 -0.8279 -0.052
N 1.1855 -2.9971 -2.5583 -0.183
C 4.5727 -2.0243 -3.0367 -0.280
N 1.3062 2.1402 1.8274 -0.321
H 3.1271 -4.4851 -0.3524 0.200
H 5.0320 -5.8448 -1.6962 0.245
N 0.7085 -0.0361 2.9922 -0.318
H -4.5740 2.9100 -1.3051 0.204
P -2.1659 1.9766 -1.1374 1.597
H 4.6281 0.1004 2.6148 0.294
H -5.8816 1.7877 -1.7206 0.260
C -2.3086 1.9297 -2.9247 -0.331
N 3.7340 1.2392 4.3341 -0.285
H -2.8877 -1.7030 1.9649 0.238
C -0.4455 -1.8091 2.5227 -0.005
C -1.8665 4.6230 -1.5380 -0.159
H -2.4173 5.7101 2.1112 0.242
H 2.5614 3.1301 6.7531 0.258
C 1.8301 3.3722 1.7788 0.073
C 3.9903 -4.3601 -2.7852 -0.033
H 1.8845 4.8737 0.1495 0.272
Cl 4.1194 -0.5966 -5.2804 0.025
C 3.5256 -3.1976 -4.8592 -0.216
H 1.4113 -5.4016 -2.7424 0.264
N 0.7147 1.8490 0.6473 -0.363
C -3.3437 -0.9380 1.3553 -0.204
H -1.7280 6.7061 -1.9945 0.253
C 3.2672 -0.7319 -0.2308 0.048
H 1.4520 -6.1510 1.2604 0.497
C -2.2241 4.0302 0.8131 0.059
H -0.5084 -7.2882 0.0294 0.216
H -5.9761 2.7372 -0.2485 0.264
C 1.5933 3.9082 0.5253 -0.300
N 2.2634 -0.1678 0.4603 -0.287
H -6.4341 0.2583 0.6261 0.252
C 3.5027 -4.3488 -4.0893 -0.185
H 2.0954 -9.3864 0.1592 0.245
C -0.7522 0.7606 -4.3642 -0.215
H -3.2745 2.2442 -6.1088 0.256
Mn 0.2696 -0.0370 0.1400 1.155
C -0.8106 0.7452 -1.6810 -0.746
H 3.1443 -1.1090 -1.2316 0.233
H -5.3254 -1.5390 1.8848 0.254
H 1.7393 -7.5843 -3.0216 0.201
C -2.6866 1.9490 -5.2502 -0.157
H 3.1068 -5.2610 -4.5221 0.222
C -5.3543 0.1771 0.6105 -0.166
C -0.0159 -7.8903 -0.7335 -0.629
N 0.4484 -1.8472 -0.7976 -0.612
C -2.0738 6.3481 0.1001 -0.100
H -0.7513 -2.4490 4.6203 0.272
H -2.0745 3.5268 2.8802 0.247
C 3.9966 -5.6243 -1.9663 -0.448
C 0.9380 -1.8144 -2.0834 0.128
H 0.1245 -3.6142 0.4148 0.266
H 3.2647 -8.0985 0.3699 0.217
H 0.7323 -0.2012 5.0957 0.268
H -1.2485 -0.2526 -1.5871 0.265
C 0.3987 -0.6159 4.1582 0.071
C 4.0606 -2.0324 -4.3293 -0.044
C -2.2509 5.3929 1.0890 -0.207
C -3.2238 0.9299 -0.1511 -0.377
B 1.8456 0.9687 2.6846 0.919
N 0.1967 -0.7649 1.9802 -0.315
C -5.2897 2.1948 -0.8987 -0.647
C 0.9366 -5.2805 -1.7737 -0.258
C 1.8301 2.2790 4.8620 -0.072
H -0.1484 -8.9382 -0.4665 0.238
H -1.2589 0.8912 -6.4387 0.255
H 0.1237 0.1493 -4.5386 0.241
H -3.9956 2.9318 -3.8482 0.252
H -0.9253 -2.5610 1.9179 0.224
C 0.9211 2.9095 -0.1568 0.006
H -2.0950 7.3983 0.3604 0.251
```

LUMO energy (spin up / spin down)	-10.05 / -9.64	eV
multiplicity	3
orbital gap (spin up / spin down)	4.605 / 5.016	eV
net charge	+3
max |F|	4.7	eV Å⁻¹

> The lowest max |F| belongs to which entry?

C49H52KN15O4S